Computed, not measured: a molecular structure, C36H70AlF9N3O12S in a non-equilibrium geometry, with the ωB97M-V functional and the def2-TZVPD basis.

Calculated values
Energy, Ha: -4020.33155
LUMO energy, Ha: 0.0626
HOMO energy, eV: -5.454

```
! wB97M-V def2-TZVPD RIJCOSX def2/J DEFGRID3
* xyz -1 1
N 0.8229 0.0560 -1.7312
C 1.8501 0.7455 -0.9055
N 2.8276 -0.2015 -0.3686
N 2.6158 1.5749 -1.8410
C 1.1760 1.4675 0.2911
Al 1.4005 3.4611 0.5534
S -0.7658 4.4392 0.0726
O -1.5973 4.7808 1.2227
O -0.5661 5.5312 -0.8807
C -1.8387 3.2753 -1.0078
F -0.9969 2.4756 -1.7243
F -2.5287 4.0353 -1.8969
C -2.8787 2.4018 -0.2390
F -4.0594 3.0752 -0.1936
F -2.4746 2.1679 1.0356
C -3.1411 1.0026 -0.8777
F -2.0428 0.2223 -0.7042
F -3.4050 1.1309 -2.1993
C -4.3218 0.1981 -0.2571
F -4.5302 -0.8955 -0.9876
F -4.0422 -0.1936 0.9829
F -5.4604 0.8856 -0.2306
H 0.9744 0.3032 -2.7039
H -0.1013 0.3784 -1.4836
H 2.3886 -0.7697 0.3448
H 3.0941 -0.8423 -1.1103
H 2.0431 2.3467 -2.1675
H 3.4229 1.9690 -1.3703
H 1.5375 1.0197 1.2227
H 0.0963 1.2681 0.2578
H 1.6925 3.8553 2.0747
H 2.4034 4.2253 -0.4199
C 4.2536 2.0714 -4.7815
C 5.0209 3.1866 -4.1151
O 4.7278 3.5787 -3.0131
C 6.1512 3.8148 -4.9060
H 3.4970 1.6895 -4.0984
H 3.7717 2.4550 -5.6845
H 4.9239 1.2585 -5.0684
H 5.7687 4.2267 -5.8418
H 6.9028 3.0611 -5.1474
H 6.6087 4.6089 -4.3200
C -2.2118 -5.3062 -2.0957
C -1.2793 -4.1380 -1.8719
O -0.0829 -4.2492 -1.9911
C -1.9563 -2.8503 -1.4678
H -1.6371 -6.1904 -2.3670
H -2.7621 -5.4931 -1.1744
H -2.9201 -5.0766 -2.8951
H -2.5116 -3.0249 -0.5441
H -2.6638 -2.5534 -2.2449
H -1.2217 -2.0631 -1.3207
C -3.3395 -0.2156 5.7849
C -2.5048 0.9181 5.2308
O -1.4971 1.2906 5.7815
C -3.0169 1.5377 3.9533
H -2.8852 -0.5980 6.6966
H -4.3526 0.1291 5.9977
H -3.3999 -1.0192 5.0474
H -4.0173 1.9395 4.1260
H -3.0765 0.7786 3.1733
H -2.3557 2.3378 3.6292
C -0.1350 4.3385 -6.8397
C 0.4891 3.8879 -5.5366
O 0.5985 2.7190 -5.2577
C 0.9670 4.9704 -4.5984
H -0.4359 3.4695 -7.4203
H -1.0076 4.9624 -6.6393
H 0.5817 4.9292 -7.4133
H 0.1348 5.6164 -4.3135
H 1.7234 5.5859 -5.0905
H 1.3935 4.5238 -3.7031
C -5.2063 -4.9508 2.1329
C -3.7520 -5.3270 1.9799
O -3.1629 -5.1651 0.9373
C -3.0676 -5.9081 3.1922
H -5.5790 -4.5429 1.1963
H -5.7933 -5.8289 2.4075
H -5.3168 -4.2066 2.9237
H -3.5753 -6.8218 3.5063
H -3.1041 -5.1963 4.0185
H -2.0309 -6.1317 2.9537
C 2.0819 -4.1041 3.0553
C 3.0168 -3.8334 1.8968
O 2.8385 -2.9061 1.1480
C 4.1854 -4.7751 1.7469
H 1.2894 -3.3594 3.0631
H 1.6459 -5.1002 2.9582
H 2.6335 -4.0638 3.9966
H 3.8315 -5.7988 1.6111
H 4.8048 -4.7517 2.6461
H 4.7827 -4.4819 0.8865
C 6.1992 -4.3768 7.2119
C 6.0546 -4.1443 5.7264
O 5.7506 -5.0390 4.9724
C 6.3038 -2.7407 5.2319
H 5.9938 -5.4197 7.4409
H 7.2116 -4.1260 7.5326
H 5.5019 -3.7399 7.7585
H 7.3200 -2.4308 5.4813
H 5.6106 -2.0458 5.7087
H 6.1683 -2.6988 4.1540
C 1.9350 -4.9694 -7.3390
C 2.1896 -4.4410 -5.9408
O 3.2180 -3.8704 -5.6701
C 1.0962 -4.6777 -4.9280
H 2.7870 -4.7437 -7.9762
H 1.7794 -6.0494 -7.3081
H 1.0382 -4.5074 -7.7554
H 0.9258 -5.7509 -4.8187
H 0.1683 -4.2166 -5.2724
H 1.3648 -4.2558 -3.9645
C 2.5098 9.2905 0.6388
C 1.5493 8.1278 0.8006
O 1.9288 7.0465 1.1698
C 0.0991 8.3956 0.4722
H 3.5151 8.9694 0.9020
H 2.5003 9.6423 -0.3945
H 2.2100 10.1180 1.2851
H 0.0046 8.7131 -0.5681
H -0.2870 9.1927 1.1128
H -0.4787 7.4873 0.6170
C -7.7885 -1.3668 3.6570
C -7.0909 -0.1052 4.1112
O -6.7819 0.0647 5.2674
C -6.7996 0.9234 3.0477
H -7.9408 -2.0274 4.5073
H -8.7529 -1.1209 3.2096
H -7.1845 -1.8749 2.9028
H -7.7286 1.2478 2.5754
H -6.1589 0.4943 2.2762
H -6.3017 1.7819 3.4903
*
```

Mulliken atomic charge list, values in e, 99 entries: number 1, N, carries -0.418; number 2, C, carries 0.551; number 3, N, carries -0.535; number 4, N, carries -0.172; number 5, C, carries -0.276; number 6, Al, carries 0.414; number 7, S, carries 0.779; number 8, O, carries -0.688; number 9, O, carries -0.568; number 10, C, carries 0.226; number 11, F, carries -0.181; number 12, F, carries -0.292; number 13, C, carries 0.730; number 14, F, carries -0.333; number 15, F, carries -0.138; number 16, C, carries 0.585; number 17, F, carries -0.248; number 18, F, carries -0.323; number 19, C, carries 0.469; number 20, F, carries -0.279; number 21, F, carries -0.217; number 22, F, carries -0.254; number 23, H, carries 0.272; number 24, H, carries -0.090; number 25, H, carries 0.336; number 26, H, carries 0.213; number 27, H, carries -0.250; number 28, H, carries 0.185; number 29, H, carries 0.668; number 30, H, carries -0.342; number 31, H, carries -0.442; number 32, H, carries -0.287; number 33, C, carries -0.606; number 34, C, carries 0.852; number 35, O, carries -0.499; number 36, C, carries -1.280; number 37, H, carries -0.048; number 38, H, carries 0.250; number 39, H, carries 0.392; number 40, H, carries 0.306; number 41, H, carries 0.326; number 42, H, carries 0.323; number 43, C, carries -1.027; number 44, C, carries 0.636; number 45, O, carries -0.541; number 46, C, carries -0.347; number 47, H, carries 0.307; number 48, H, carries 0.145; number 49, H, carries 0.354; number 50, H, carries 0.167; number 51, H, carries 0.391; number 52, H, carries -0.056; number 53, C, carries -0.945; number 54, C, carries 0.627; number 55, O, carries -0.581; number 56, C, carries -0.411; number 57, H, carries 0.338; number 58, H, carries 0.208; number 59, H, carries 0.234; number 60, H, carries 0.253; number 61, H, carries -0.005; number 62, H, carries 0.286; number 63, C, carries -1.303; number 64, C, carries 0.921; number 65, O, carries -0.518; number 66, C, carries -0.959; number 67, H, carries 0.321; number 68, H, carries 0.335; number 69, H, carries 0.339; number 70, H, carries 0.379; number 71, H, carries 0.412; number 72, H, carries 0.063; number 73, C, carries -1.086; number 74, C, carries 0.807; number 75, O, carries -0.527; number 76, C, carries -1.174; number 77, H, carries 0.276; number 78, H, carries 0.413; number 79, H, carries 0.257; number 80, H, carries 0.368; number 81, H, carries 0.337; number 82, H, carries 0.262; number 83, C, carries -1.068; number 84, C, carries 0.822; number 85, O, carries -0.502; number 86, C, carries -0.962; number 87, H, carries 0.290; number 88, H, carries 0.313; number 89, H, carries 0.270; number 90, H, carries 0.359; number 91, H, carries 0.152; number 92, H, carries 0.270; number 93, C, carries -1.155; number 94, C, carries 0.871; number 95, O, carries -0.535; number 96, C, carries -1.105; number 97, H, carries 0.301; number 98, H, carries 0.333; number 99, H, carries 0.323



Computed, not measured: 13 unconnected molecules or ions with the total composition C36H71B5F24N13O10S4 in a non-equilibrium geometry, with the ωB97M-V functional and the def2-TZVPD basis.

Calculated values
Energy, Ha: -6993.24408
LUMO energy, Ha: 0.0226
HOMO energy, eV: -6.494

```
! wB97M-V def2-TZVPD RIJCOSX def2/J DEFGRID3
* xyz -1 1
C -7.0739 -4.9946 -4.2237
C -6.0070 -6.0670 -4.2601
N -4.8183 -5.8001 -3.5745
C -4.0549 -6.6988 -2.8518
C -3.1026 -6.0607 -2.0470
N -3.1578 -4.7228 -2.3855
C -4.1474 -4.5999 -3.4268
C -2.4667 -3.6373 -1.6320
H -6.7474 -3.9882 -4.4857
H -7.4308 -4.9880 -3.1938
H -7.8878 -5.4240 -4.8078
H -5.7211 -6.2481 -5.2963
H -6.4349 -6.9871 -3.8622
H -4.4599 -7.6984 -2.9088
H -2.4960 -6.4176 -1.2277
H -4.5764 -3.6326 -3.6425
H -2.9702 -2.6820 -1.7800
H -1.4175 -3.5852 -1.9229
H -2.3676 -3.9106 -0.5815
C 0.9777 -0.2087 2.7643
C -0.5883 -0.2164 2.3424
N -0.7556 -0.1611 0.9048
C -0.4774 -1.1786 -0.0651
C -0.7906 -0.7242 -1.3406
N -1.1495 0.5909 -1.2755
C -1.2856 0.9045 0.0940
C -1.4013 1.5990 -2.2536
H 1.5162 -1.0081 2.2554
H 1.1523 -0.3141 3.8351
H 1.4925 0.6891 2.4219
H -1.0394 0.6739 2.7805
H -1.0998 -1.0342 2.8501
H -0.1971 -2.1339 0.3535
H -0.5642 -1.1429 -2.3101
H -1.5802 1.9018 0.3854
H -2.4368 1.4138 -2.5392
H -0.7254 1.5675 -3.1082
H -1.3927 2.6204 -1.8731
C 2.0429 -6.2005 7.3695
C 3.5083 -6.3454 6.9619
N 4.0279 -5.0664 6.4511
C 5.3587 -4.8186 6.1551
C 5.4948 -3.5803 5.5154
N 4.1956 -3.1463 5.2168
C 3.3552 -4.0496 5.8334
C 3.9782 -1.8636 4.5175
H 1.5860 -7.0402 7.8932
H 1.3792 -6.0678 6.5151
H 1.9066 -5.2812 7.9391
H 3.7889 -7.1283 6.2572
H 4.0965 -6.5699 7.8517
H 6.0787 -5.5745 6.4318
H 6.3917 -3.0452 5.2404
H 2.2798 -4.0498 5.7339
H 4.7539 -1.3741 3.9286
H 3.7051 -1.1614 5.3052
H 3.0295 -1.9203 3.9838
C -7.1962 3.2715 -7.0551
C -5.8286 2.6855 -7.4409
N -4.7588 3.4781 -6.8586
C -4.1142 4.5977 -7.3651
C -3.2636 5.1100 -6.3565
N -3.4850 4.3664 -5.2318
C -4.4471 3.4366 -5.5028
C -2.9713 4.7555 -3.9130
H -7.4680 3.0585 -6.0213
H -8.1120 2.8978 -7.5130
H -7.2822 4.3390 -7.2581
H -5.7206 2.6441 -8.5247
H -5.6762 1.6673 -7.0830
H -4.3543 4.9675 -8.3510
H -2.5909 5.9547 -6.3348
H -4.8122 2.6667 -4.8392
H -3.4349 4.2181 -3.0858
H -2.9490 5.8311 -3.7374
H -1.9223 4.4667 -3.9780
C 0.0750 5.5542 3.8441
C -0.2117 4.2155 3.1434
N -1.0103 3.3896 4.0581
C -2.3729 3.4887 4.2226
C -2.7516 2.5583 5.1296
N -1.5644 1.8671 5.5339
C -0.5531 2.3945 4.8469
C -1.4691 0.7351 6.3540
H -0.7241 6.1728 4.2525
H 0.5961 6.1781 3.1179
H 0.6784 5.4516 4.7460
H 0.7252 3.7129 2.9034
H -0.7215 4.2481 2.1805
H -2.8996 4.1626 3.5631
H -3.6979 2.2388 5.5406
H 0.4922 2.1231 4.8480
H -1.4454 1.0383 7.4008
H -0.5194 0.2013 6.3204
H -2.3400 0.1024 6.1825
C 8.5747 0.6681 1.4142
O 7.5682 1.5253 0.9608
C 6.2957 0.9415 1.2968
C 5.1966 1.9825 1.0418
N 5.3369 2.4475 -0.4368
H 4.6328 3.1537 -0.5968
H 6.2498 2.8655 -0.5470
C 5.1531 1.3724 -1.6103
C 3.9421 0.3706 -1.4385
O 4.1296 -0.7077 -0.5690
C 3.1690 -1.6612 -0.4840
H 8.8052 -0.1849 0.7759
H 8.6562 0.2940 2.4348
H 9.4974 1.2484 1.4152
H 6.2123 0.6956 2.3554
H 6.0257 -0.0546 0.9461
H 5.4661 2.7853 1.7280
H 4.2510 1.4604 1.1878
H 6.1399 0.9127 -1.6657
H 4.9818 1.9711 -2.5050
H 3.7773 -0.1725 -2.3691
H 2.9936 0.8962 -1.3280
H 2.3922 -1.3674 -1.1899
H 2.6725 -1.8257 0.4722
H 3.6671 -2.5996 -0.7280
N 3.2226 4.1232 -1.0020
S 2.0875 3.9522 -2.0847
O 1.4217 5.1597 -2.5969
O 1.4198 2.6564 -2.2045
F 3.2011 3.7269 -3.1491
S 2.0595 4.1872 0.2084
O 1.2866 2.9602 0.4468
O 1.4178 5.4797 0.3801
F 3.1400 4.0925 1.4369
N 3.0973 -1.6487 -5.3494
S 2.2583 -0.4337 -5.4229
O 1.4818 -0.0178 -4.2884
O 1.9591 0.0780 -6.7312
F 3.4671 0.6954 -5.1450
S 1.6699 -2.7079 -5.2260
O 0.5614 -2.3439 -6.0599
O 1.3525 -3.1214 -3.8538
F 2.3990 -3.9564 -5.9073
B -4.4483 -0.4979 -4.0628
F -4.8511 0.2135 -5.1739
F -3.2518 -1.1378 -4.2206
F -4.4769 0.3686 -2.9959
F -5.3751 -1.4605 -3.6900
B -2.7431 4.5334 0.2182
F -3.0829 5.1590 1.4135
F -3.1493 5.3424 -0.9250
F -1.4312 4.4114 0.1367
F -3.4260 3.3473 -0.0167
B -4.5335 -0.6128 3.2642
F -4.5514 -0.1610 4.6297
F -3.5759 -1.6423 3.3062
F -5.7215 -1.0639 2.7933
F -4.1607 0.3895 2.4308
B 3.6051 2.0838 4.3538
F 3.9457 1.1153 3.4391
F 2.4547 2.7734 3.8792
F 3.3989 1.4215 5.5344
F 4.5819 3.0328 4.4177
B 0.8578 -4.6245 0.4164
F -0.2975 -4.9490 0.9335
F 1.4018 -3.7160 1.3736
F 1.6816 -5.6778 0.3575
F 0.6863 -4.2057 -0.7750
*
```

Mulliken atomic charge list, values in e, 99 entries: number 1, C, carries -1.205; number 2, C, carries -0.307; number 3, N, carries 0.294; number 4, C, carries -0.421; number 5, C, carries -0.377; number 6, N, carries 0.367; number 7, C, carries -0.075; number 8, C, carries -0.686; number 9, H, carries 0.363; number 10, H, carries 0.349; number 11, H, carries 0.359; number 12, H, carries 0.309; number 13, H, carries 0.310; number 14, H, carries 0.373; number 15, H, carries 0.494; number 16, H, carries 0.056; number 17, H, carries 0.283; number 18, H, carries 0.129; number 19, H, carries 0.359; number 20, C, carries 0.281; number 21, C, carries -0.508; number 22, N, carries 1.214; number 23, C, carries -1.052; number 24, C, carries -1.171; number 25, N, carries 1.166; number 26, C, carries -1.300; number 27, C, carries -0.978; number 28, H, carries -0.403; number 29, H, carries 0.459; number 30, H, carries -0.093; number 31, H, carries -0.283; number 32, H, carries 0.354; number 33, H, carries 0.771; number 34, H, carries 1.047; number 35, H, carries 0.392; number 36, H, carries 0.428; number 37, H, carries 0.319; number 38, H, carries 0.031; number 39, C, carries -1.312; number 40, C, carries -0.208; number 41, N, carries 0.187; number 42, C, carries -0.659; number 43, C, carries -0.295; number 44, N, carries 0.354; number 45, C, carries -0.293; number 46, C, carries -0.674; number 47, H, carries 0.354; number 48, H, carries 0.369; number 49, H, carries 0.385; number 50, H, carries 0.351; number 51, H, carries 0.332; number 52, H, carries 0.428; number 53, H, carries 0.450; number 54, H, carries 0.409; number 55, H, carries 0.045; number 56, H, carries 0.548; number 57, H, carries 0.176; number 58, C, carries -1.103; number 59, C, carries -0.403; number 60, N, carries 0.247; number 61, C, carries -0.521; number 62, C, carries -0.285; number 63, N, carries 0.304; number 64, C, carries -0.343; number 65, C, carries -1.140; number 66, H, carries 0.337; number 67, H, carries 0.412; number 68, H, carries 0.322; number 69, H, carries 0.349; number 70, H, carries 0.178; number 71, H, carries 0.417; number 72, H, carries 0.453; number 73, H, carries 0.489; number 74, H, carries 0.364; number 75, H, carries 0.343; number 76, H, carries 0.523; number 77, C, carries -1.546; number 78, C, carries 1.863; number 79, N, carries 0.510; number 80, C, carries -0.480; number 81, C, carries -0.520; number 82, N, carries 0.293; number 83, C, carries -0.824; number 84, C, carries -0.930; number 85, H, carries 0.378; number 86, H, carries 0.378; number 87, H, carries 0.379; number 88, H, carries -0.769; number 89, H, carries -0.588; number 90, H, carries 0.571; number 91, H, carries 0.509; number 92, H, carries 0.884; number 93, H, carries 0.368; number 94, H, carries 0.326; number 95, H, carries 0.322; number 96, C, carries -0.868; number 97, O, carries -0.397; number 98, C, carries -0.957; number 99, C, carries -0.056